Record 1
A structure of composition CH3NO3 in a non-equilibrium geometry, computed with the ωB97M-V functional and the def2-TZVPD basis.

Lowest unoccupied orbital energy (alpha / beta) (eV): 0.337 / 0.336
Highest occupied orbital energy (alpha / beta) (eV): -8.25 / -8.25
Relative energy (zero: lowest compared OMol25 entry of this formula, charge and spin) (kJ/mol): 382.3
Total charge: 0
Orbital gap (alpha / beta) (eV): 8.586 / 8.586
Multiplicity: 1
Total energy (eV): -8713.0049

The geometry in XYZ format:
```
8
Properties=species:S:1:pos:R:3:forces:R:3:mulliken_charge:R:1
C -1.33544 0.53181 -0.02862 3.166 -3.970 -2.489 0.14
N 0.33080 -0.14861 -0.60601 -6.779 -0.958 -0.748 -0.10
O -2.25779 -0.17473 -0.08149 -0.874 -0.412 0.668 -0.34
O 0.41987 -1.42188 0.04016 0.740 0.803 0.286 -0.43
O 1.17338 0.71255 -0.15424 3.135 1.710 0.494 -0.31
H -1.25251 1.55394 -0.11868 0.202 2.967 0.404 0.37
H -0.17713 -1.95318 -0.49800 0.044 -0.050 -0.086 0.36
H 1.41332 0.47010 0.72855 0.366 -0.089 1.471 0.31
```
Positions in Å, forces in eV/Å.

***

Record 2
The molecule C6H7N3 in a non-equilibrium geometry, computed with the ωB97M-V functional and the def2-TZVPD basis.

Lowest unoccupied orbital energy (eV): 0.184
Structure (SMILES): [H]/N=C/N1CCC(C#C)=N1
Highest occupied orbital energy (eV): -8.27
Relative energy (zero: lowest compared OMol25 entry of this formula, charge and spin) (kJ/mol): 498.3
Total charge: 0
Orbital gap (eV): 8.453
Multiplicity: 1
Total energy (eV): -10800.2668

The geometry in XYZ format:
```
16
Properties=species:S:1:pos:R:3:forces:R:3:mulliken_charge:R:1
C -2.10131 -0.82218 0.08462 -0.598 -3.423 2.684 0.07
C -0.83823 1.31183 0.01146 1.317 1.180 -1.766 -0.59
C 0.79270 1.56493 0.10862 -3.027 2.754 0.470 -0.47
C 1.16657 0.12681 -0.14501 -0.239 1.280 -0.294 0.61
C 2.42525 -0.34998 0.02101 7.984 -3.616 -0.064 -0.36
C 3.54655 -0.93400 0.07723 -1.498 2.445 1.514 -0.29
H -3.95181 -1.23268 0.42004 1.578 2.080 -1.013 0.27
H -1.96605 -1.93494 0.68939 0.603 2.913 -2.236 0.21
H -1.34391 1.46728 0.91477 -0.864 1.327 1.189 0.35
H -1.31647 1.79806 -0.89290 0.616 -0.001 1.295 0.27
H 1.00011 2.52027 -0.57104 0.186 -2.782 0.695 0.24
H 1.06315 2.03266 1.13547 -0.262 -1.474 -1.406 0.25
H 4.63074 -1.15008 0.49872 -3.035 0.317 -1.444 0.32
N -3.32247 -0.42873 0.02691 -0.138 -1.171 0.464 -0.64
N -0.94859 -0.08799 -0.15287 -0.574 -2.707 -0.953 0.51
N 0.26179 -0.75255 -0.32289 -2.047 0.878 0.867 -0.76
```
Positions in Å, forces in eV/Å.

***

Record 3
A cluster of 3 separate species, C13H16ClFN2O8S2 in total in a non-equilibrium geometry, computed with the ωB97M-V functional and the def2-TZVPD basis.

Lowest unoccupied orbital energy (eV): 0.294
Structure (SMILES): C#CC[C@@](Cl)(C#N)[C@H](C#N)[C@H](C)F.O=S1(=O)OCCO1.O=S1(=O)OCCO1
Highest occupied orbital energy (eV): -10.23
Total charge: 0
Orbital gap (eV): 10.526
Multiplicity: 1
Total energy (eV): -70006.0092

The geometry in XYZ format:
```
43
Properties=species:S:1:pos:R:3:forces:R:3:mulliken_charge:R:1
C 3.95473 2.42801 -2.36457 0.646 0.381 1.045 0.20
C 3.14440 1.59954 -2.63065 -1.049 -1.059 -0.995 -0.65
C 2.15710 0.54458 -2.94092 0.699 0.120 0.439 -0.79
C 0.71444 0.85611 -2.36933 1.192 0.834 0.128 1.32
Cl 0.31055 -0.51841 -1.27850 -0.530 0.456 -0.305 -0.07
C 0.80939 2.13677 -1.59416 -0.316 -0.741 -0.087 -0.54
N 0.84596 3.16038 -1.07750 -0.149 -0.093 0.074 -0.48
C -0.34458 1.06932 -3.46957 -0.413 -0.022 -1.183 -0.14
C 0.21397 1.85916 -4.61612 0.471 0.245 1.271 -0.04
N 0.78058 2.61584 -5.26990 -0.279 -0.318 -0.281 -0.46
C -1.62605 1.80073 -3.02351 -0.769 -0.403 -0.150 0.26
C -2.40765 1.12187 -1.90721 0.562 0.773 0.687 -1.29
F -2.46043 1.81214 -4.14808 0.128 -0.084 -0.181 -0.37
H 4.62998 3.00784 -1.77619 0.078 0.249 -0.489 0.41
H 2.14921 0.30505 -4.00806 -0.228 0.216 0.104 0.36
H 2.54226 -0.34424 -2.42799 -0.295 0.040 -0.095 0.38
H -0.63785 0.10275 -3.90137 0.015 0.015 0.391 0.49
H -1.43049 2.85662 -2.81132 0.169 -0.241 0.186 0.39
H -1.91649 1.40092 -0.96092 -0.104 -0.270 -0.161 0.26
H -2.43572 0.03278 -1.97274 -0.123 0.193 -0.205 0.34
H -3.40572 1.56911 -1.85933 0.099 -0.239 -0.216 0.44
C 1.59215 -2.10986 3.02938 0.385 -0.551 0.192 -0.32
C 3.05283 -1.85525 3.33122 -0.098 0.455 0.206 -0.48
O 3.69733 -1.87570 2.04958 -0.354 -0.184 -0.302 -0.35
S 2.68280 -1.30831 0.93855 0.019 -0.209 0.726 1.10
O 2.97514 0.06200 0.71161 -0.075 -0.029 -0.318 -0.55
O 2.61050 -2.25262 -0.11887 0.239 0.128 -0.131 -0.57
O 1.33827 -1.39820 1.81139 0.420 0.289 -0.118 -0.12
H 1.40472 -3.17059 2.85119 -0.028 0.017 0.038 0.28
H 0.94185 -1.75750 3.81423 -0.039 0.185 -0.123 0.38
H 3.48058 -2.60815 3.98784 0.141 -0.086 -0.230 0.34
H 3.20163 -0.86519 3.76891 -0.019 -0.031 0.034 0.31
C -3.36637 0.06842 3.10604 0.312 0.441 -0.088 -0.40
C -3.22514 -0.53432 1.72416 -0.547 -0.055 -0.102 -0.04
O -2.23916 -1.56113 1.87830 0.245 0.119 0.478 -0.21
S -2.35485 -2.19397 3.35005 -0.383 0.475 -0.327 1.04
O -3.12001 -3.38328 3.27737 0.166 -0.120 0.240 -0.56
O -1.06675 -2.15775 3.94946 -0.381 -0.268 0.024 -0.52
O -3.26567 -1.04369 4.00414 0.027 -0.354 -0.318 -0.32
H -2.54863 0.75892 3.32350 -0.021 0.008 -0.031 0.30
H -4.31633 0.57936 3.24084 -0.052 -0.193 0.163 0.34
H -2.90634 0.19316 0.98209 0.247 -0.141 0.003 0.06
H -4.15616 -1.00321 1.39700 -0.009 0.054 0.005 0.27
```
Positions in Å, forces in eV/Å.

***

Record 4
A structure of composition C41H67BrIrNO2PS2Si4Te in a non-equilibrium geometry, computed with the ωB97M-V functional and the def2-TZVPD basis.

Lowest unoccupied orbital energy (alpha / beta) (eV): 4.152 / 3.531
Highest occupied orbital energy (alpha / beta) (eV): 0.54 / -1.88
Relative energy (zero: lowest compared OMol25 entry of this formula, charge and spin) (kJ/mol): 26.9
Total charge: -2
Orbital gap (alpha / beta) (eV): 3.612 / 5.416
Multiplicity: 6
Total energy (eV): -191839.0282

The geometry in XYZ format:
```
121
Properties=species:S:1:pos:R:3:forces:R:3:mulliken_charge:R:1
Ir -0.91234 0.63494 -0.09835 0.470 0.182 -0.614 2.11
C -3.05701 -5.84053 -1.12653 0.015 0.158 0.061 -1.12
C -2.17606 -5.06333 -0.16129 0.046 -0.123 -0.153 -0.28
O -2.70774 -3.78399 0.16635 0.079 0.185 0.018 -0.30
P -2.74547 -2.55828 -0.89421 -0.417 -0.837 -0.552 0.38
S -3.07375 -0.98172 0.30223 0.603 0.670 -0.221 -0.36
S -1.38036 -2.76665 -2.30116 -0.083 0.410 0.508 -0.45
O -4.20480 -2.89302 -1.56636 0.130 0.037 0.198 -0.29
C -4.54737 -2.58326 -2.91097 -0.053 0.110 -0.111 -0.37
C -5.46678 -1.37826 -2.98127 0.064 -0.128 0.138 -0.67
H -2.67925 -6.86037 -1.22987 -0.001 -0.018 -0.001 0.43
H -3.04804 -5.35812 -2.10355 -0.029 -0.038 -0.018 0.20
H -4.08420 -5.86990 -0.75961 -0.006 -0.038 -0.013 0.27
H -1.17442 -4.93910 -0.58338 -0.030 0.007 0.058 0.30
H -2.09700 -5.58961 0.79082 0.034 0.038 0.037 0.37
H -5.04301 -3.47241 -3.31729 0.032 0.016 0.036 0.31
H -3.64107 -2.40332 -3.49247 0.011 -0.051 0.012 0.28
H -6.36108 -1.54846 -2.37805 -0.014 0.046 -0.012 0.32
H -5.76140 -1.19576 -4.01691 -0.009 0.027 -0.019 0.39
H -4.95069 -0.49528 -2.60799 -0.003 -0.031 -0.031 -0.22
Br -2.89671 2.95271 0.95019 -0.009 0.382 -0.193 -0.16
C -1.50512 4.12911 0.34651 -0.453 0.025 0.191 0.39
C -1.86973 5.41000 0.01595 -0.176 -0.607 0.041 -0.51
C -0.87659 6.36373 -0.22388 0.666 0.210 -0.082 -0.69
C 0.44516 6.03797 -0.04379 -0.380 0.217 -0.033 -1.02
C 0.82707 4.73023 0.32642 -0.329 -0.301 -0.001 0.98
C 2.16736 4.41972 0.63138 0.320 -0.283 0.086 -1.10
C 2.51001 3.14739 1.01917 0.134 0.633 -0.107 -0.50
C 1.55394 2.12576 0.99672 -0.551 -0.062 0.125 -0.34
C 0.22622 2.34083 0.65509 -0.255 -0.783 0.036 -0.56
C -0.15990 3.69449 0.43634 0.257 0.380 -0.071 0.86
H -2.91741 5.66744 -0.05460 0.001 0.013 0.063 0.42
H -1.15278 7.36889 -0.51853 -0.027 0.002 0.008 0.36
H 1.21713 6.78938 -0.16810 0.011 0.008 0.006 0.36
H 2.90895 5.21032 0.58745 0.012 -0.006 -0.014 0.29
H 3.52887 2.93109 1.32296 0.009 -0.040 -0.028 0.50
H 1.86937 1.12394 1.26950 -0.032 -0.030 -0.126 -0.46
C 2.55956 1.81282 4.48528 -0.188 -0.149 -0.205 -0.85
Si 2.98805 0.00325 4.08754 0.396 0.007 0.587 0.57
C 3.94973 -0.58401 5.63780 -0.014 0.039 -0.120 -1.12
C 4.31614 0.01992 2.72285 -0.302 -0.017 -0.126 -0.63
Si 1.14686 -1.35035 3.55591 0.212 0.040 1.492 0.16
Te 0.43317 -1.43060 0.96581 -0.218 -0.277 -1.587 -0.26
Si -0.33019 -1.23883 5.38907 0.043 -0.037 0.669 0.57
C -0.98851 0.51725 5.71836 0.111 -0.051 -0.315 -1.13
C -1.84873 -2.35508 5.12544 0.164 0.094 -0.310 -1.08
C 0.33293 -1.78748 7.10965 -0.018 0.021 -0.130 -1.22
Si 1.94811 -3.58144 3.57817 0.144 -0.471 -0.101 0.49
C 3.19497 -3.83513 2.15805 -0.131 0.264 0.021 -1.04
C 2.83737 -4.35766 5.08467 -0.083 0.380 0.061 -1.23
C 0.49601 -4.77593 3.26327 -0.058 0.318 -0.063 -0.86
H 3.45774 2.42095 4.62575 0.090 -0.094 -0.004 0.33
H 1.96618 1.87843 5.39984 -0.012 -0.039 0.012 0.34
H 1.97724 2.26455 3.68020 -0.037 0.026 0.036 0.04
H 4.81003 0.06003 5.85953 -0.007 0.049 -0.078 0.34
H 4.32214 -1.60177 5.50282 -0.015 -0.011 0.000 0.17
H 3.30107 -0.58595 6.51544 -0.038 -0.027 0.000 0.18
H 5.13357 0.70908 2.95105 -0.023 0.031 0.117 0.38
H 3.88511 0.32243 1.76475 0.048 -0.030 -0.040 -0.14
H 4.74296 -0.97620 2.58638 -0.019 -0.027 0.003 0.26
H -1.39093 0.96033 4.80439 0.003 0.020 -0.014 0.26
H -0.18927 1.17237 6.07251 0.021 -0.006 -0.005 0.30
H -1.78278 0.52091 6.46968 0.007 -0.123 0.036 0.39
H -2.28288 -2.18438 4.13681 -0.021 -0.024 -0.014 0.27
H -2.62975 -2.17282 5.86823 0.070 0.070 0.088 0.39
H -1.57025 -3.41021 5.17987 0.017 -0.006 -0.007 0.27
H 1.16437 -1.15193 7.42205 0.024 0.010 -0.012 0.24
H 0.70426 -2.81448 7.07541 0.011 -0.007 -0.016 0.21
H -0.43711 -1.73547 7.89020 -0.065 0.021 -0.072 0.39
H 4.14889 -3.35217 2.38780 0.017 -0.006 0.036 0.25
H 2.80910 -3.37286 1.24736 0.029 -0.038 -0.047 0.18
H 3.39090 -4.88845 1.94230 -0.050 -0.060 0.114 0.42
H 3.73889 -3.79842 5.34465 0.007 -0.012 0.021 0.28
H 3.13250 -5.39056 4.87729 -0.054 -0.013 -0.129 0.36
H 2.19183 -4.36447 5.96584 0.000 0.012 0.015 0.26
H -0.22966 -4.28605 2.61053 -0.084 -0.065 -0.066 -0.02
H -0.02085 -5.03350 4.19106 0.030 0.027 0.038 0.32
H 0.80795 -5.70396 2.77756 0.111 0.007 0.024 0.38
C -5.35251 2.10939 -2.18685 0.052 0.107 0.058 -1.80
C -4.07981 2.03044 -2.98662 0.158 -0.011 -0.097 0.00
C -4.03847 2.44023 -4.32207 -0.102 0.027 -0.045 -1.03
C -2.83694 2.37316 -5.00877 -0.106 0.010 -0.003 0.01
C -2.77411 2.80929 -6.45363 0.055 -0.036 0.072 -1.81
C -1.68332 1.91059 -4.38782 0.050 0.099 -0.060 -0.42
C -1.66641 1.47809 -3.03492 -0.075 0.117 -0.121 0.55
C -2.93177 1.56229 -2.39165 0.197 -0.081 0.057 0.44
N -0.59171 1.01427 -2.32988 -0.470 -0.187 0.935 -0.24
C 0.72199 0.94330 -2.96405 0.007 -0.034 0.086 1.45
C 0.75730 0.01048 -4.19496 0.116 0.028 -0.057 -0.88
C 2.17279 -0.04366 -4.78059 0.000 -0.089 -0.130 0.45
C 2.63315 1.36648 -5.16576 -0.001 -0.015 0.036 -1.43
C 2.65569 2.26214 -3.92290 0.050 0.124 -0.037 0.33
C 3.61906 1.67055 -2.89325 -0.059 -0.007 -0.013 -1.50
C 3.13605 0.26891 -2.51600 0.090 -0.030 0.015 0.50
C 3.13828 -0.63111 -3.75150 -0.024 0.048 -0.020 -1.69
C 1.71507 0.34590 -1.95449 0.064 -0.080 -0.257 -1.21
C 1.24958 2.35015 -3.32456 0.073 -0.071 -0.020 -0.95
H -6.23044 2.01484 -2.82955 -0.014 -0.040 0.020 0.42
H -5.41440 3.07109 -1.66941 -0.033 0.003 0.004 0.36
H -5.37850 1.32990 -1.42370 -0.047 0.025 -0.001 0.32
H -4.93436 2.79841 -4.82089 -0.014 -0.004 0.018 0.19
H -3.76294 3.10088 -6.81049 0.013 0.024 -0.029 0.38
H -2.40591 2.00277 -7.09262 0.008 0.009 -0.012 0.33
H -2.09871 3.66016 -6.57583 -0.010 0.005 -0.035 0.31
H -0.78936 1.90778 -4.99311 -0.113 0.032 0.077 0.70
H -2.98996 1.21795 -1.37173 -0.078 -0.075 0.141 0.05
H 0.06550 0.33557 -4.97070 0.062 -0.149 0.060 0.50
H 0.43673 -0.98374 -3.87489 -0.036 -0.002 0.039 0.11
H 2.16486 -0.67594 -5.67725 -0.007 0.003 0.023 0.26
H 1.95838 1.78770 -5.91961 -0.008 0.003 -0.004 0.53
H 3.63617 1.32164 -5.60818 -0.006 0.010 -0.027 0.59
H 2.98899 3.26862 -4.20569 0.011 -0.024 0.011 0.31
H 3.64016 2.30413 -2.00071 0.027 0.018 0.000 0.33
H 4.63458 1.63031 -3.30707 0.015 -0.008 0.032 0.60
H 3.79932 -0.15358 -1.75278 -0.037 0.002 0.016 0.45
H 2.81217 -1.63782 -3.47341 0.022 -0.013 -0.006 0.46
H 4.14669 -0.70784 -4.17736 0.017 0.004 0.024 0.57
H 1.70783 0.95796 -1.05478 0.009 -0.070 -0.025 -0.81
H 1.37433 -0.65954 -1.69423 -0.045 0.052 0.057 -0.01
H 0.58542 2.85092 -4.02909 0.032 0.043 0.076 0.72
H 1.25880 2.94825 -2.40673 0.001 0.005 0.016 0.03
```
Positions in Å, forces in eV/Å.

***

Record 5
A cluster of 2 separate species, C3H7NO in total in a non-equilibrium geometry, computed with the ωB97M-V functional and the def2-TZVPD basis.

Lowest unoccupied orbital energy (eV): 1.109
Structure (SMILES): C=CO.C=N
Highest occupied orbital energy (eV): -8.74
Relative energy (zero: lowest compared OMol25 entry of this formula, charge and spin) (kJ/mol): 244.7
Total charge: 0
Orbital gap (eV): 9.850
Multiplicity: 1
Total energy (eV): -6760.2145

The geometry in XYZ format:
```
12
Properties=species:S:1:pos:R:3:forces:R:3:mulliken_charge:R:1
C -1.78300 -0.33644 2.33205 0.152 -0.616 -0.315 -0.29
N -0.82826 0.35145 1.88149 -0.123 0.676 -0.022 -0.36
H -2.14975 -1.12853 1.67837 -0.054 -0.094 0.126 0.23
H -2.24984 -0.28969 3.31801 0.018 0.430 0.015 0.23
H -0.56513 1.13187 2.48979 0.024 -0.359 0.219 0.20
C 1.92085 -0.26728 -1.69049 -0.421 0.531 0.824 -0.82
C 0.79475 0.29497 -1.24570 0.512 0.018 -0.914 0.27
O -0.35708 0.37740 -1.95703 -0.520 0.466 0.870 -0.48
H 2.76533 -0.21717 -1.01970 0.197 -0.183 -0.222 0.24
H 2.00754 -0.70236 -2.67361 0.051 -0.167 -0.039 0.22
H 0.70889 0.83458 -0.31588 -0.042 -0.263 0.201 0.27
H -0.26431 -0.04881 -2.79730 0.205 -0.437 -0.744 0.27
```
Positions in Å, forces in eV/Å.

***

Record 6
A cluster of 2 separate species, C6H12O in total, computed with the ωB97M-V functional and the def2-TZVPD basis.

Lowest unoccupied orbital energy (eV): 0.956
Structure (SMILES): C=C(C)O.C=CC
Highest occupied orbital energy (eV): -8.82
Relative energy (zero: lowest compared OMol25 entry of this formula, charge and spin) (kJ/mol): 163.6
Total charge: 0
Orbital gap (eV): 9.777
Multiplicity: 1
Total energy (eV): -8462.6584

The geometry in XYZ format:
```
19
Properties=species:S:1:pos:R:3:forces:R:3:mulliken_charge:R:1
C -0.95858 1.86712 -0.64713 0.012 0.022 -0.039 -1.11
C -1.03778 0.92191 0.51922 0.182 0.321 0.255 0.88
O -2.00361 -0.04774 0.43281 -0.027 -0.046 -0.120 -0.54
C 0.42644 -1.00228 -1.52085 0.081 -0.148 0.074 -1.04
C 0.60368 -1.66653 -0.38251 -0.030 0.067 -0.219 0.25
C 1.67787 -1.37351 0.61958 0.102 -0.055 -0.036 -1.08
C -0.32123 1.03579 1.63471 -0.180 0.047 -0.079 -1.15
H -0.99544 1.33319 -1.60536 0.012 0.041 0.194 0.29
H -0.03377 2.44987 -0.61985 -0.159 -0.077 0.037 0.29
H -1.81037 2.55657 -0.62371 0.094 -0.096 -0.018 0.33
H -2.01577 -0.37832 -0.47562 -0.052 0.069 0.140 0.35
H -0.34578 -1.28237 -2.23408 0.112 -0.011 0.082 0.43
H 1.05292 -0.15200 -1.78558 -0.069 -0.136 0.056 0.27
H -0.05031 -2.50705 -0.14902 0.069 0.101 -0.078 0.29
H 2.47378 -2.11891 0.50229 -0.030 0.088 0.137 0.35
H 2.10854 -0.37830 0.47470 -0.064 -0.161 -0.032 0.28
H 1.30541 -1.43867 1.64710 0.032 -0.004 -0.191 0.26
H 0.39417 1.84076 1.75935 -0.116 -0.096 -0.059 0.29
H -0.47017 0.34047 2.45395 0.030 0.075 -0.105 0.36
```
Positions in Å, forces in eV/Å.